Entry 1:
Molecular formula: C3H6Cl3N4S
Method: DFT, ωB97M-V with the def2-TZVPD basis set

Structure (XYZ):
```
17
Properties=species:S:1:pos:R:3:nbo_charge:R:1
C 0.561 -1.375 2.271 -0.0712
C 0.369 0.443 -0.964 0.4148
C 1.281 -0.004 -2.169 -0.1550
N -0.552 -0.795 2.504 -0.6742
N 0.398 -0.086 0.181 -0.7428
N -0.757 1.068 -1.178 -0.3951
N -1.580 1.241 0.012 -0.6838
S 1.560 -1.005 1.041 0.7275
Cl 3.016 -0.273 -1.912 0.0900
Cl 0.530 -1.562 -2.764 0.0455
Cl 1.173 1.164 -3.493 0.0611
H 0.838 -2.194 3.027 0.2729
H -0.941 -0.235 1.770 0.4583
H -0.909 1.643 -1.989 0.4236
H -1.180 -1.258 3.227 0.4363
H -2.588 1.274 -0.226 0.4046
H -1.217 1.955 0.662 0.3874
```

net charge	+1
lowest unoccupied orbital energy	-4.065	eV
relative energy (zero: lowest compared OMol25 entry of this formula, charge and spin)	0.651	eV

***

Entry 2:
Molecular formula: C3H6ClN
Method: DFT, ωB97M-V with the def2-TZVPD basis set

Structure (XYZ):
```
11
Properties=species:S:1:pos:R:3:nbo_charge:R:1
N -0.099 1.147 0.912 -0.8359
C 0.498 0.203 0.124 0.1215
Cl 2.288 0.158 -0.140 -0.0985
C -0.404 -0.195 -1.081 -0.4076
C -0.206 -1.168 0.080 -0.4225
H -0.204 1.133 1.901 0.3874
H 0.067 2.096 0.510 0.3761
H -0.138 -0.341 -2.049 0.2202
H -1.375 0.360 -1.215 0.2187
H -0.807 -1.368 0.959 0.2191
H 0.380 -2.023 -0.002 0.2215
```

structure (SMILES)	NC1(Cl)CC1
lowest unoccupied orbital energy	1.060	eV
relative energy (zero: lowest compared OMol25 entry of this formula, charge and spin)	0.808	eV

***

Entry 3:
Molecular formula: C3H6ClN
Method: DFT, ωB97M-V with the def2-TZVPD basis set

Structure (XYZ):
```
11
Properties=species:S:1:pos:R:3:nbo_charge:R:1
C 1.604 0.655 0.790 -0.3855
C 1.605 0.910 -0.476 -0.4014
C -2.392 -0.536 0.370 0.0879
N -1.735 -1.535 -0.102 -0.7507
Cl -2.449 0.792 -0.830 -0.1153
H 2.496 0.794 1.473 0.1975
H 0.649 0.401 1.328 0.1971
H 0.717 0.882 -1.059 0.1920
H 2.423 1.513 -0.971 0.1965
H -1.370 -1.516 -0.965 0.3753
H -1.548 -2.360 0.442 0.4065
```

lowest unoccupied orbital energy	0.899	eV
relative energy (zero: lowest compared OMol25 entry of this formula, charge and spin)	2.265	eV

***

Entry 4:
Molecular formula: C3H6ClN
Method: DFT, ωB97M-V with the def2-TZVPD basis set

Structure (XYZ):
```
11
Properties=species:S:1:pos:R:3:nbo_charge:R:1
C 1.049 -0.900 -0.197 -0.6355
C -0.047 -0.177 0.387 -0.0853
C -0.397 1.269 -0.126 -0.2577
N -1.208 0.003 -0.464 -0.4059
Cl -2.846 -0.246 0.085 0.0873
H 1.401 -0.817 -1.327 0.2390
H 0.888 -2.018 -0.018 0.2214
H 1.983 -0.654 0.401 0.2218
H -0.195 -0.246 1.531 0.2162
H -0.766 1.920 0.574 0.1918
H 0.137 1.865 -0.845 0.2067
```

structure (SMILES)	C[C@H]1CN1Cl
lowest unoccupied orbital energy	0.977	eV
relative energy (zero: lowest compared OMol25 entry of this formula, charge and spin)	2.230	eV